Entry from the Open Molecules 2025 dataset: a structure of composition C32H45MnNO7 (the ωB97M-V functional and the def2-TZVPD basis).

Output
Lowest unoccupied orbital energy (alpha / beta): -8.2 / -8.6 eV
Net charge: +2
Highest occupied orbital energy (alpha / beta): -14.4 / -14.9 eV
Spin multiplicity: 4
Orbital gap (alpha / beta): 6.24 / 6.29 eV

Each line ends with the Löwdin charge.
Atoms and positions in Å:
Mn1 0.290 -2.140 -0.914  0.938
C1 0.047 2.652 4.181  -0.024
C2 1.218 1.660 4.297  -0.544
C3 1.345 1.227 5.760  -0.047
C4 2.529 2.352 3.868  -0.016
C5 0.984 0.498 3.348  -0.065
C6 0.723 0.740 2.031  0.060
C7 0.558 -0.351 1.159  -0.089
N1 0.295 -0.367 -0.116  0.084
C8 -0.264 0.589 -0.965  -0.119
C9 -0.039 1.927 -1.031  0.073
C10 -0.794 2.705 -1.947  -0.074
C11 -1.762 2.068 -2.756  0.084
C12 -2.028 0.718 -2.735  -0.034
C13 -1.236 -0.072 -1.821  -0.193
O1 -1.340 -1.342 -1.713  -0.019
C14 -3.065 0.065 -3.632  -0.529
C15 -2.387 -1.010 -4.502  -0.024
C16 -4.165 -0.573 -2.763  -0.015
C17 -3.721 1.086 -4.564  -0.047
C18 -0.529 4.193 -2.017  -0.549
C19 0.941 4.407 -2.427  -0.020
C20 -0.767 4.800 -0.620  -0.021
C21 -1.432 4.906 -3.023  -0.045
C22 0.490 -1.761 1.728  -0.151
O2 -0.001 -2.619 0.977  0.053
C23 0.873 -1.997 3.107  -0.054
C24 1.094 -0.882 3.833  0.116
C25 1.000 -3.415 3.644  -0.532
C26 1.546 -3.400 5.072  -0.046
C27 1.977 -4.207 2.758  -0.017
C28 -0.384 -4.089 3.657  -0.018
H1 0.219 3.484 4.863  0.101
H2 -0.898 2.181 4.453  0.101
H3 -0.049 3.067 3.177  0.074
H4 1.461 2.117 6.377  0.100
H5 2.223 0.603 5.935  0.094
H6 0.456 0.701 6.112  0.101
H7 2.733 3.177 4.550  0.102
H8 2.460 2.756 2.858  0.083
H9 3.374 1.663 3.908  0.100
H10 0.685 1.745 1.642  0.109
H11 0.718 2.395 -0.419  0.120
H12 -2.325 2.686 -3.436  0.100
H13 -2.003 -1.831 -3.897  0.066
H14 -1.574 -0.581 -5.093  0.098
H15 -3.122 -1.419 -5.196  0.101
H16 -3.779 -1.360 -2.119  0.080
H17 -4.922 -1.010 -3.416  0.100
H18 -4.657 0.180 -2.145  0.100
H19 -2.999 1.550 -5.239  0.099
H20 -4.243 1.868 -4.010  0.098
H21 -4.460 0.575 -5.180  0.100
H22 1.642 3.971 -1.714  0.082
H23 1.143 5.477 -2.473  0.102
H24 1.140 3.984 -3.413  0.098
H25 -0.091 4.390 0.132  0.075
H26 -1.795 4.642 -0.290  0.100
H27 -0.588 5.874 -0.667  0.102
H28 -1.275 4.544 -4.041  0.097
H29 -1.198 5.970 -3.019  0.100
H30 -2.489 4.804 -2.769  0.098
H31 1.366 -0.997 4.871  0.100
H32 2.530 -2.929 5.125  0.100
H33 1.654 -4.427 5.418  0.100
H34 0.870 -2.895 5.765  0.096
H35 2.958 -3.731 2.731  0.102
H36 1.616 -4.314 1.736  0.076
H37 2.100 -5.207 3.174  0.100
H38 -1.085 -3.529 4.279  0.098
H39 -0.284 -5.087 4.082  0.100
H40 -0.803 -4.192 2.659  0.079
O3 0.078 -5.183 -3.537  0.235
C29 0.264 -4.099 -2.853  -0.418
O4 -0.093 -3.951 -1.687  0.090
C30 0.969 -3.011 -3.618  -0.014
O5 1.092 -1.856 -2.780  -0.189
C31 2.440 -1.349 -2.592  -0.012
C32 2.971 -1.822 -1.241  -0.536
O6 4.089 -1.589 -0.899  0.168
O7 2.057 -2.466 -0.522  -0.080
H41 -0.375 -5.868 -3.013  0.180
H42 0.388 -2.756 -4.506  0.162
H43 1.946 -3.382 -3.933  0.167
H44 2.376 -0.261 -2.603  0.149
H45 3.093 -1.668 -3.402  0.151

=====

Entry from the Open Molecules 2025 dataset: the molecule C18H16O5S (the ωB97M-V functional and the def2-TZVPD basis).

Output
Lowest unoccupied orbital energy: -1.2 eV
Relative energy (zero: lowest compared OMol25 entry of this formula, charge and spin): 50.4 kcal/mol
Highest occupied orbital energy: -9.1 eV
SMILES string: O=C(O)c1ccc2c(c1)S(=O)(=O)C(c1ccoc1)=C2C1CCCC1
Orbital gap: 7.93 eV

Each line ends with the Löwdin charge.
Atoms and positions in Å:
O1 -0.905 1.922 -5.489  0.097
O2 -0.181 -3.158 -0.925  -0.344
O3 -2.311 -1.923 -0.084  -0.348
O4 -2.549 0.379 -5.154  0.111
O5 1.643 -3.723 3.384  0.040
C1 -1.399 1.030 -4.832  -0.468
C2 0.725 -3.090 4.224  -0.082
C3 1.493 -3.093 2.223  -0.115
C4 0.100 -2.103 3.590  -0.047
C5 0.589 -2.085 2.257  -0.171
C6 0.755 0.008 0.455  -0.067
C7 0.192 -1.230 0.966  -0.073
C8 0.282 1.756 -3.008  0.060
C9 0.776 1.473 -1.736  -0.016
C10 -1.076 -0.291 -2.787  0.019
C11 -0.710 0.769 -3.543  -0.118
C12 0.459 0.341 -0.964  -0.148
C13 -0.507 -0.534 -1.496  -0.209
C14 2.196 0.948 3.799  -0.167
C15 3.190 -0.046 3.196  -0.160
C16 1.108 1.177 2.698  -0.137
C17 3.067 0.181 1.651  -0.109
C18 1.700 0.845 1.351  -0.249
S1 -0.825 -1.888 -0.415  0.827
H1 -2.802 0.750 -6.025  0.139
H2 0.676 -3.379 5.235  0.113
H3 1.957 -3.414 1.270  0.157
H4 -0.649 -1.391 3.976  0.135
H5 0.670 2.563 -3.598  0.111
H6 1.553 2.164 -1.302  0.126
H7 -1.885 -0.987 -3.251  0.171
H8 2.596 1.844 4.032  0.057
H9 1.622 0.542 4.714  0.134
H10 4.222 0.235 3.545  0.112
H11 3.082 -1.109 3.593  0.114
H12 0.751 2.204 2.715  0.116
H13 0.334 0.427 2.897  0.085
H14 3.209 -0.689 1.115  0.082
H15 3.827 0.870 1.374  0.100
H16 1.812 1.768 0.761  0.120

=====

Entry from the Open Molecules 2025 dataset: a cluster of 2 separate species, C4H5NO2S in total (the ωB97M-V functional and the def2-TZVPD basis).

Output
Lowest unoccupied orbital energy (alpha / beta): -2.5 / -1.2 eV
Relative energy (zero: lowest compared OMol25 entry of this formula, charge and spin): 194.3 kcal/mol
Highest occupied orbital energy (alpha / beta): -9.9 / -9.9 eV
Orbital gap (alpha / beta): 7.48 / 8.71 eV

Each line ends with the Löwdin charge.
Atoms and positions in Å:
C1 -0.686 -0.092 2.364  -0.013
C2 -0.867 0.018 1.091  -0.237
C3 1.310 0.009 -2.381  -0.228
C4 -0.072 1.160 1.757  -0.100
N1 0.401 0.811 -2.378  0.079
O1 -2.381 -1.069 -0.794  -0.355
O2 -0.008 -1.834 -0.604  -0.413
S1 -1.014 -0.691 -0.646  0.831
H1 -0.632 -0.696 3.239  0.096
H2 2.288 0.155 -2.997  0.113
H3 1.287 -1.110 -2.067  0.085
H4 -0.639 1.988 1.918  0.032
H5 1.013 1.351 1.497  0.110

=====

Entry from the Open Molecules 2025 dataset: a structure of composition C11H27AlN2O7P (the ωB97M-V functional and the def2-TZVPD basis).

Output
Lowest unoccupied orbital energy: 2.2 eV
Net charge: -1
Highest occupied orbital energy: -4.9 eV
Orbital gap: 7.01 eV

Each line ends with the Löwdin charge.
Atoms and positions in Å:
C1 -3.052 0.240 1.323  -0.020
C2 -2.157 1.272 0.358  -0.286
O1 -2.780 1.955 -0.637  -0.059
O2 -0.734 1.399 0.706  -0.141
C3 0.134 1.145 -0.491  -0.185
C4 1.071 -0.141 -0.105  -0.250
C5 1.556 -1.061 -1.371  -0.344
Al1 0.083 -1.558 -2.709  0.188
P1 -1.504 -3.056 -1.916  0.575
O3 -2.158 -3.745 -3.220  -0.504
O4 -0.754 -4.401 -1.031  -0.326
O5 -2.828 -2.328 -1.033  -0.309
H1 -2.650 -0.861 1.291  0.082
H2 -2.921 0.651 2.432  0.067
H3 -4.198 0.296 1.020  0.107
H4 -0.486 1.038 -1.478  0.085
H5 0.768 2.149 -0.612  0.136
H6 0.574 -0.796 0.752  0.111
H7 2.066 0.297 0.388  0.097
H8 2.015 -2.065 -0.918  0.057
H9 2.468 -0.539 -1.925  0.033
H10 0.824 -2.298 -3.936  -0.100
H11 -0.643 -0.286 -3.378  -0.088
H12 -1.386 -4.505 -0.235  0.057
H13 -2.538 -1.379 -0.892  0.016
C6 4.320 1.335 -3.339  -0.012
C7 3.000 1.214 -4.047  -0.522
O6 1.972 0.877 -3.462  -0.020
N1 2.961 1.492 -5.382  0.003
C8 4.050 1.900 -6.239  -0.092
H14 4.193 1.082 -2.283  0.080
H15 5.043 0.640 -3.775  0.085
H16 4.689 2.361 -3.407  0.081
H17 2.039 1.390 -5.790  0.149
H18 3.795 2.869 -6.673  0.078
H19 4.146 1.162 -7.039  0.080
H20 4.996 1.980 -5.702  0.072
C9 -1.622 1.344 5.657  -0.010
C10 -2.755 0.393 5.387  -0.534
O7 -3.568 0.584 4.485  0.007
N2 -2.867 -0.712 6.180  -0.001
C11 -2.019 -1.109 7.279  -0.086
H21 -1.664 2.173 4.947  0.089
H22 -1.708 1.750 6.668  0.083
H23 -0.665 0.830 5.533  0.088
H24 -3.653 -1.304 5.938  0.144
H25 -1.604 -2.093 7.050  0.083
H26 -2.639 -1.180 8.176  0.080
H27 -1.206 -0.403 7.455  0.075

=====

Entry from the Open Molecules 2025 dataset: a structure of composition C5H13NO (the ωB97M-V functional and the def2-TZVPD basis).

Output
Lowest unoccupied orbital energy: 1.0 eV
Relative energy (zero: lowest compared OMol25 entry of this formula, charge and spin): 86.8 kcal/mol
Highest occupied orbital energy: -8.7 eV
Orbital gap: 9.68 eV

Each line ends with the Löwdin charge.
Atoms and positions in Å:
C1 0.827 1.080 0.228  -0.184
C2 2.326 0.965 0.048  -0.178
O1 2.535 -0.022 -1.235  -0.116
C3 0.185 -0.280 0.512  -0.233
N1 -1.272 -0.283 0.416  -0.268
C4 -1.807 -1.590 0.723  -0.129
C5 -1.673 0.123 -0.938  -0.109
H1 0.454 1.477 -0.717  0.105
H2 0.620 1.726 1.084  0.124
H3 2.899 0.428 0.799  0.116
H4 2.780 1.966 0.040  0.124
H5 2.446 0.960 -1.307  0.006
H6 0.687 -1.045 -0.089  0.119
H7 0.381 -0.471 1.573  0.122
H8 -2.892 -1.575 0.818  0.081
H9 -1.486 -2.415 0.077  0.087
H10 -1.472 -1.832 1.737  0.081
H11 -1.106 -0.341 -1.750  0.095
H12 -2.736 -0.083 -1.092  0.079
H13 -1.697 1.214 -0.927  0.078

=====

| no. | largest force on an atom (eV/A) | E_tot (eV) |
| --- | --- | --- |
| 1 | 0.25 | -81043.42484 |
| 2 | 4.68 | -39994.79784 |
| 3 | 4.38 | -20641.75417 |
| 4 | 8.70 | -45043.23636 |
| 5 | 4.27 | -8930.24584 |